C10H6N2O3PtS | ωB97M-V/def2-TZVPD

Results
Strongest force on any atom, eV/Å: 8.23
Multiplicity: 3
E_LUMO (spin up / spin down), eV: -7.9 / -11.5
Total charge: +2
Gap between HOMO and LUMO (spin up / spin down), eV: 8.68 / 5.25
Highest occupied orbital energy (spin up / spin down), Eh: -0.6094 / -0.6163

XYZ file:
```
23
Properties=species:S:1:pos:R:3:forces:R:3:mulliken_charge:R:1
O 0.00130 2.29630 -3.45830 0.00 -1.27 1.84 -0.05
C 0.00130 1.66880 -2.51320 0.00 1.16 -1.47 0.10
Pt 0.00000 0.00000 0.00000 0.00 1.93 -0.33 1.02
C 1.56120 -0.75300 -0.49830 7.99 -1.00 -1.70 0.27
C -1.56230 -0.75050 -0.49890 -7.98 -0.99 -1.70 0.27
O 2.55550 -1.23280 -0.81540 -2.48 0.34 0.48 -0.31
O -2.55700 -1.22880 -0.81680 2.47 0.33 0.48 -0.31
N -0.00530 -3.24830 1.03740 0.01 2.54 2.61 -0.28
C -0.00320 -2.27160 2.05700 -0.01 -2.13 -2.93 0.44
N -0.00100 -0.93470 1.82640 0.00 -0.03 1.74 -0.34
C 0.00090 -0.22970 2.98380 0.00 0.20 -1.71 0.82
C 0.00350 1.16350 3.06120 0.00 1.96 1.73 -0.65
C 0.00510 1.76720 4.33030 0.00 -0.39 -2.18 -0.84
C 0.00420 0.97580 5.49690 0.00 -0.62 -0.04 -0.46
C 0.00150 -0.42610 5.40460 0.00 -0.46 -0.56 -0.52
C -0.00010 -1.00080 4.13540 0.00 0.45 2.34 0.85
S -0.00320 -2.63090 3.71390 0.00 -2.55 0.79 -0.13
H -0.00700 -4.24850 1.28260 0.00 0.75 -0.19 0.28
H -0.00470 -2.97720 0.04520 0.00 -0.24 0.82 0.16
H 0.00420 1.76880 2.16350 0.00 0.09 0.00 0.31
H 0.00710 2.84660 4.41180 0.00 -0.05 -0.03 0.43
H 0.00550 1.45210 6.46900 0.00 -0.04 0.01 0.45
H 0.00080 -1.04020 6.29560 0.00 0.02 0.00 0.46
```
Forces are in eV/Å.